The following is a quantum chemistry calculation of C24H36Cl2O2P2RuSSbSe4 as an isolated structure at a distorted geometry, from OMol25.

Structure (XYZ):
```
73
Properties=species:S:1:pos:R:3:mulliken_spin:R:1
C -3.546 4.079 -0.405 0.001
Ru -0.316 0.271 -0.045 -0.041
H -2.651 2.357 -1.297 0.006
H -3.566 1.337 1.231 -0.004
H 0.646 -5.573 0.962 0.000
H 3.878 2.508 -4.511 0.000
H 3.403 0.014 0.942 0.000
C 2.361 1.882 4.719 0.000
H -3.166 2.623 2.378 -0.006
C 0.261 -3.444 1.106 0.001
H 5.436 1.634 -2.795 0.000
C -0.398 -1.228 -3.139 0.000
Se -6.302 -0.497 0.452 0.565
C 4.381 1.389 -2.744 0.000
H -1.591 -4.527 1.509 0.000
C 3.911 0.573 -1.723 -0.001
H 1.473 1.952 -4.382 0.000
C 1.693 0.765 -2.599 0.000
H 2.440 -1.167 1.848 0.000
C 0.336 0.793 3.231 0.000
O 0.567 -2.228 0.455 0.003
P 1.701 -1.039 -0.469 0.000
H -4.846 3.941 1.356 -0.009
C 0.676 -3.373 2.579 0.000
H -1.768 -2.765 1.414 0.000
H -1.404 -1.183 -3.550 0.000
O -2.047 2.628 0.668 -0.001
C -4.355 3.287 0.633 -0.004
H 0.396 -4.298 3.095 0.000
H -5.114 2.680 0.139 0.006
H 4.613 0.192 -0.987 0.000
C 0.964 -4.650 0.468 0.000
H -0.757 1.196 -4.426 0.000
H -0.739 2.501 -3.199 0.000
C -2.354 3.162 -0.619 -0.009
C 0.337 0.614 4.600 0.000
Cl 3.646 2.925 2.609 0.000
H -3.212 5.040 -0.004 0.001
Se -5.405 1.128 -3.041 -0.008
S 1.276 1.815 0.811 0.000
H -1.452 3.640 -1.006 0.000
C 1.303 1.538 2.535 -0.001
H 3.699 -1.726 0.733 0.000
C 2.407 -2.428 -1.464 0.000
C 2.929 -0.965 0.898 -0.001
C 1.356 1.171 5.356 0.000
H -0.451 0.031 5.059 0.000
H 0.180 -2.541 3.080 0.000
C -3.307 2.395 1.319 0.021
C -1.250 -3.625 0.989 -0.001
H -1.535 -3.690 -0.061 0.000
Cl -0.924 -0.001 2.302 0.001
H 1.756 -2.721 -2.287 0.000
H -4.098 4.223 -1.333 -0.001
H 0.326 -1.368 -3.947 0.000
C 2.561 0.244 -1.632 0.000
C -0.990 1.457 -3.391 -0.001
H 1.758 -3.244 2.666 0.000
H 2.535 -3.279 -0.808 0.000
H 1.375 1.041 6.431 0.000
P -0.059 0.361 -2.267 0.001
C 2.331 2.052 3.347 -0.001
H -2.060 1.316 -3.230 0.001
C 3.510 1.881 -3.707 0.000
H 3.181 2.305 5.285 0.000
H 2.048 -4.566 0.575 0.000
C 2.157 1.574 -3.631 0.000
Sb -4.807 -0.705 -1.529 -0.012
Se -6.649 -2.497 -1.930 0.523
H 3.368 -2.115 -1.871 0.000
H -0.341 -2.054 -2.433 0.000
H 0.720 -4.719 -0.593 0.000
Se -2.434 -0.300 -0.722 -0.032
```

Frontier orbital gap (alpha / beta) (eV): 5.41 / 5.52
Total charge: -2
HOMO level (alpha / beta) (eV): -1.6 / -1.7
Multiplicity: 2
ΔE to the lowest compared entry with this formula, charge and spin (kcal/mol): 68.6
LUMO (alpha / beta) (Eh): 0.1390 / 0.1407

The following is a quantum chemistry calculation of a 7-piece molecular cluster, C24H36ClO22 overall at a distorted geometry, from OMol25.

Structure (XYZ):
```
83
Properties=species:S:1:pos:R:3:mulliken_charge:R:1
C 0.167 0.229 -7.598 0.602
O -7.652 0.687 5.579 -0.529
O -6.116 2.320 4.650 -0.363
C -0.345 -6.834 4.105 0.155
H 4.116 0.153 3.740 0.359
H -1.219 4.886 -3.455 0.338
H -7.602 1.429 0.982 0.340
O 0.892 0.858 -8.416 -0.618
H -0.439 -6.038 2.220 0.364
H -1.219 -2.158 -6.543 0.324
H -3.398 4.898 0.035 0.318
H -5.406 0.479 2.407 0.389
C -0.487 -8.371 3.746 -0.401
H 4.942 1.837 -1.350 0.312
H -1.523 0.762 -4.048 0.377
H -0.461 -1.204 -5.034 0.281
C 0.842 -7.982 5.563 0.708
O 0.735 -0.812 1.571 -0.611
H -3.077 4.176 -2.219 0.218
C -5.534 2.511 3.438 -0.363
O 3.420 2.611 -2.221 -0.282
C 5.305 -2.541 5.141 -1.310
H -1.366 -6.701 4.462 0.366
H -2.434 -1.038 -7.025 0.275
O 0.068 -1.349 -0.449 -0.683
H 6.090 -1.962 5.626 0.360
H 0.480 -4.849 3.309 0.407
O 7.396 -0.876 1.400 -0.632
C 6.233 0.761 -3.201 -1.345
O 0.492 -6.808 5.195 -0.302
H -2.336 1.160 -5.598 0.358
H 5.483 -0.036 4.707 0.232
C -1.360 -1.125 -6.860 -0.494
H -6.868 2.939 1.326 0.362
C 4.823 1.337 -3.513 0.466
H 4.128 -2.148 3.274 0.335
C -0.840 -0.418 -5.688 0.481
C -4.518 6.775 -2.095 0.623
H 4.319 0.613 -4.154 0.255
O 0.217 -8.845 4.860 -0.310
O -3.568 6.104 -2.836 -0.323
C 5.102 -1.946 3.720 0.469
C -6.070 1.330 2.557 0.403
C 4.189 1.548 -2.082 -0.565
H -5.797 1.730 0.594 0.309
C 6.557 -0.964 2.295 0.744
H 6.827 0.591 -4.099 0.360
H 4.432 -2.593 5.791 0.342
C -7.029 1.218 4.664 0.617
C -1.428 5.415 -2.525 -1.417
O 4.836 2.587 -3.987 -0.337
O 0.064 0.438 -6.238 -0.280
H 1.134 -6.450 2.639 0.310
O -0.647 -0.667 -7.936 -0.288
C 5.056 -0.398 3.771 -0.551
C -1.986 0.358 -4.949 -1.408
C -2.853 5.232 -2.072 0.569
O -5.349 7.504 -2.621 -0.573
H -0.925 4.845 -1.744 0.396
O -4.428 6.454 -0.787 -0.316
O 3.416 4.458 -3.626 -0.583
H 3.675 0.667 -1.697 0.389
H -5.711 3.464 2.940 0.291
H 6.737 1.405 -2.480 0.363
H -1.107 6.455 -2.470 0.319
O 1.745 -8.189 6.469 -0.649
H 5.652 -3.575 5.119 0.336
C -6.646 1.873 1.262 -1.341
H -1.553 -8.558 3.615 0.345
C 3.842 3.317 -3.341 0.605
O -1.575 -1.245 1.201 -0.702
H -2.756 -0.252 -4.476 0.391
H -2.417 6.205 -0.183 0.276
O -0.661 0.671 0.238 -0.609
H 0.059 -8.517 2.814 0.273
C -3.252 5.709 -0.678 -0.427
H 6.059 -0.267 -2.882 0.361
O -7.161 0.869 3.326 -0.385
C 0.285 -5.881 3.020 -1.265
O 5.882 0.032 2.775 -0.341
H -4.453 2.385 3.492 0.268
O 6.225 -2.066 2.882 -0.343
Cl -0.354 -0.624 0.661 1.608
```

Frontier orbital gap (eV): 8.38
Total charge: -1
HOMO level (eV): -6.4
ΔE to the lowest compared entry with this formula, charge and spin (kcal/mol): 177.5
LUMO (Eh): 0.0725

The following is a quantum chemistry calculation of C24H36HfNO as an isolated structure at a distorted geometry, from OMol25.

Structure (XYZ):
```
63
Properties=species:S:1:pos:R:3:nbo_charge:R:1
C -0.916 1.568 5.482 -0.424
C -2.858 1.300 -1.274 0.160
Hf -0.007 -0.096 0.282 2.280
H 1.920 -1.795 -3.499 0.236
N -0.146 0.947 4.400 -0.317
H -0.609 -3.063 2.262 0.212
C 0.162 2.447 -1.720 -0.058
H -2.555 -0.768 1.350 0.231
H -1.230 -2.399 -2.867 0.226
H 1.156 -0.738 4.480 0.237
C 1.265 -1.085 -2.973 -0.651
H 0.323 -1.008 -3.530 0.221
C 0.048 2.311 -3.128 -0.299
H 1.963 0.827 4.153 0.239
H -1.595 1.408 2.994 0.193
C -0.606 0.949 3.194 0.580
C 0.174 -2.512 0.335 -0.142
H -2.116 -2.836 -1.391 0.223
C -1.135 -2.869 -1.880 -0.636
C -2.350 0.914 -0.035 -0.382
C -2.175 -0.534 0.314 -0.992
H 3.378 2.715 -2.988 0.221
C 2.386 2.412 -2.740 -0.335
C -0.653 -3.387 1.214 -0.630
H 2.812 -3.112 1.913 0.241
H -0.893 -3.931 -2.046 0.238
H -0.295 -4.428 1.180 0.237
H -2.509 0.997 -3.449 0.236
H -1.709 -3.387 0.915 0.231
H -2.420 1.639 0.800 0.203
H -0.868 2.532 -3.728 0.215
H -2.696 -1.197 -0.427 0.242
C 0.963 1.392 -1.040 -0.605
H 3.527 -0.224 -1.508 0.249
C 1.054 -1.509 -1.561 -0.098
H 1.468 2.799 -4.656 0.217
H 4.117 -1.703 -0.737 0.237
C 2.218 1.912 -1.442 -0.210
C 1.159 0.335 4.716 -0.423
C 3.404 -0.872 -0.635 -0.643
H -1.081 2.635 5.274 0.233
H -2.486 3.515 -0.813 0.229
H 2.963 1.975 -0.614 0.222
H -0.359 1.457 6.411 0.237
O 0.044 0.410 2.206 -0.791
H 1.504 -2.309 2.800 0.208
H -2.803 3.183 -2.519 0.230
C 1.470 -1.988 0.670 -0.209
C 2.197 -2.200 1.956 -0.620
H 3.702 -0.291 0.248 0.215
H 2.870 -1.362 2.182 0.218
C -2.970 2.800 -1.503 -0.685
H -3.503 -0.082 -2.445 0.240
H 1.321 0.473 5.786 0.230
H -4.038 2.851 -1.293 0.243
H -1.746 -0.281 -2.511 0.234
H -0.771 2.916 -1.391 0.191
C 1.319 2.519 -3.673 -0.183
H 1.731 -0.097 -3.025 0.252
C -2.567 0.466 -2.489 -0.674
C -0.071 -2.230 -1.054 -0.120
C 2.020 -1.398 -0.512 -0.091
H -1.899 1.087 5.579 0.233
```

Frontier orbital gap (eV): 6.37
Total charge: +1
HOMO level (eV): -9.6
LUMO (Eh): -0.1200

What is the formula in the first record? C24H36Cl2O2P2RuSSbSe4